The following is a DFT calculation (the ωB97M-V functional and the def2-TZVPD basis) of C38H38N3O8SiV as an isolated structure in a non-equilibrium geometry.

Last column: Löwdin spin population.
Geometry (Å):
V  0.033291  -0.835853  0.979064  0.906
C  2.324791  -4.157853  0.501164  -0.001
C  1.386991  -3.294653  1.323464  0.004
O  0.702391  -2.409353  0.646664  0.008
C  1.267591  -3.476753  2.652964  0.000
C  0.472991  -2.632553  3.576064  0.001
C  -0.852509  -3.129853  4.067064  0.000
N  0.937491  -1.587553  4.132764  0.008
N  2.023591  -0.910653  3.920264  -0.008
C  2.194591  -0.279453  2.796364  0.010
O  1.360691  -0.443153  1.819964  0.008
C  3.283891  0.685247  2.649464  0.001
C  3.546991  1.226347  1.390264  0.001
C  4.527091  2.189147  1.249264  0.000
C  5.252891  2.612747  2.351364  0.001
C  5.000191  2.068047  3.601364  0.000
C  4.020691  1.106747  3.753364  0.001
H  1.825091  -4.493353  -0.405736  0.000
H  3.193191  -3.567453  0.208364  0.000
H  2.666291  -5.019653  1.067264  0.000
H  1.844191  -4.259153  3.127464  0.000
H  -0.725809  -3.945753  4.781664  0.000
H  -1.372509  -2.300553  4.541564  0.000
H  -1.429009  -3.504053  3.220964  0.000
H  2.961991  0.893247  0.538364  0.000
H  4.724491  2.617847  0.275764  0.000
H  6.008391  3.377247  2.237664  0.000
H  5.564291  2.405547  4.459164  0.000
H  3.783591  0.693847  4.720064  0.000
O  -2.580109  1.829147  5.190464  0.000
C  -1.793909  1.454447  4.327264  0.000
O  -1.282809  0.367047  4.089064  -0.001
C  -1.312709  2.681247  3.374864  0.000
C  0.209791  2.853647  3.514364  0.000
C  0.587991  4.275947  3.047664  0.000
C  0.384791  4.138547  1.527964  0.000
C  0.018291  2.643347  1.419664  0.004
O  0.739291  2.051847  2.476364  0.001
C  -1.452009  2.475347  1.857264  0.000
C  -1.988809  1.077847  1.487564  0.005
O  -3.124409  0.942247  1.071264  0.004
O  -1.141809  0.137147  1.590664  0.006
H  -1.874109  3.551147  3.721164  0.000
H  0.614391  2.542547  4.475964  0.000
H  -0.033709  5.040047  3.507864  0.000
H  1.632891  4.474847  3.285264  0.000
H  -0.406409  4.778547  1.138764  0.000
H  1.308491  4.339047  0.985964  0.000
H  0.289891  2.166747  0.472964  0.003
H  -2.126009  3.204547  1.398764  0.000
O  -0.839409  -0.918753  -0.652636  0.027
Si  -1.385809  -0.828553  -2.131136  0.006
C  -1.268309  0.931247  -2.866936  0.001
C  -1.219709  2.026047  -2.014236  0.000
C  -1.181709  3.320947  -2.499936  0.000
C  -1.209609  3.545947  -3.865636  0.000
C  -1.292909  2.469747  -4.732036  0.000
C  -1.326409  1.180247  -4.233936  0.000
C  -3.223309  -1.228653  -2.411036  0.000
C  -4.201609  -0.922753  -1.472036  0.000
C  -5.544909  -1.080753  -1.771636  0.000
C  -5.937009  -1.533053  -3.020336  0.000
C  -4.972709  -1.844653  -3.963736  0.000
C  -3.633509  -1.693253  -3.656136  0.000
C  -0.354909  -1.986753  -3.255036  0.000
C  -0.569709  -3.360453  -3.240936  0.000
C  0.176791  -4.217653  -4.031436  0.000
C  1.171891  -3.715253  -4.853036  0.000
C  1.397091  -2.350353  -4.889536  0.000
C  0.640691  -1.503953  -4.096836  0.000
H  -1.226909  1.843947  -0.950736  0.000
H  -1.136609  4.157547  -1.816736  0.000
H  -1.176709  4.555347  -4.252136  0.000
H  -1.338009  2.636847  -5.799736  0.000
H  -1.397009  0.350047  -4.921336  0.000
H  -3.908809  -0.544853  -0.503836  0.000
H  -6.291009  -0.834353  -1.029436  0.000
H  -6.987809  -1.640153  -3.261136  0.000
H  -5.265409  -2.196453  -4.944636  0.000
H  -2.887509  -1.940753  -4.398836  0.000
H  -1.341809  -3.762753  -2.600736  0.000
H  -0.029409  -5.279853  -4.021736  0.000
H  1.764991  -4.382653  -5.464236  0.000
H  2.151391  -1.941353  -5.549736  0.000
H  0.823591  -0.439053  -4.140136  0.000
N  2.644991  -0.742753  -1.538936  0.004
H  3.050791  -1.569953  -1.964236  0.000
H  2.316091  -0.155253  -2.297236  0.000
H  1.813391  -1.056553  -1.030836  0.003

Cartesian forces, eV/Å:
V -1.969 -1.732 -4.045
C -0.320 0.412 0.022
C 0.983 -1.793 1.325
O -0.076 -1.988 -0.967
C 0.134 0.313 -0.562
C 0.486 -0.398 0.101
C -0.058 0.220 -0.084
N -1.583 0.116 0.430
N 1.428 0.648 -1.186
C 1.144 -0.476 2.870
O 2.901 1.533 0.956
C 0.261 0.217 -0.415
C -0.237 -0.174 0.178
C 0.086 0.063 -0.107
C 0.066 0.089 -0.026
C 0.091 0.029 -0.037
C -0.196 -0.105 -0.093
H -0.045 -0.036 -0.087
H 0.062 0.042 -0.075
H -0.008 -0.002 0.068
H 0.079 -0.113 -0.072
H 0.041 -0.077 -0.029
H -0.092 0.039 0.043
H -0.107 -0.056 0.020
H 0.196 0.053 0.036
H 0.001 0.004 -0.047
H 0.072 0.051 -0.007
H 0.023 0.016 0.079
H -0.010 -0.053 0.130
O -0.809 0.029 1.015
C 0.214 1.984 -0.960
O 0.369 -1.283 0.044
C -0.226 -0.793 1.039
C -0.292 0.698 0.480
C 0.192 -0.242 0.268
C 0.069 -0.142 -0.186
C -0.209 0.268 -0.476
O 0.204 -0.054 -0.098
C 0.036 -0.762 -0.400
C -2.892 3.428 -0.056
O 0.688 -0.394 0.191
O -1.331 0.068 1.647
H 0.161 -0.024 -0.116
H -0.004 -0.011 -0.068
H -0.033 0.035 0.025
H 0.043 0.085 0.002
H 0.013 0.035 -0.053
H -0.022 0.050 -0.060
H 0.044 0.089 0.064
H 0.099 -0.183 0.007
O 0.429 0.406 0.604
Si -0.501 0.169 -2.128
C 0.115 -0.561 0.393
C 0.072 -0.100 0.141
C -0.016 0.205 0.047
C 0.007 0.111 0.050
C -0.038 0.028 -0.190
C 0.035 -0.134 -0.074
C 0.653 -0.108 0.289
C 0.039 0.003 0.191
C -0.155 0.069 0.067
C -0.083 -0.034 -0.007
C -0.122 -0.017 -0.196
C 0.181 -0.080 -0.122
C -0.382 0.454 0.278
C -0.095 -0.076 0.091
C -0.032 -0.200 0.013
C 0.043 -0.048 -0.069
C 0.130 0.043 -0.122
C 0.005 0.157 -0.048
H -0.001 0.114 0.137
H 0.003 0.051 0.085
H -0.005 0.057 -0.018
H 0.010 0.009 -0.069
H -0.010 -0.107 -0.154
H -0.014 0.064 0.177
H -0.039 0.024 0.073
H -0.001 -0.012 0.025
H -0.010 -0.032 -0.036
H 0.057 -0.055 -0.143
H -0.125 -0.123 0.060
H 0.029 -0.056 0.062
H -0.009 -0.027 -0.050
H 0.066 0.006 0.019
H 0.037 0.101 -0.052
N -0.170 0.050 0.285
H -0.091 0.024 0.014
H -0.013 -0.052 0.029
H 0.340 -0.045 -0.379

Results
E_HOMO (alpha / beta) (eV): -4.66 / -4.66
Frontier orbital gap (alpha / beta) (eV): 6.35 / 6.36
Multiplicity: 2
Expectation value of S²: 0.757
Relative energy (zero: lowest compared OMol25 entry of this formula, charge and spin) (kJ/mol): 558.3
LUMO level (alpha / beta) (eV): 1.7 / 1.7
Molecular weight (g mol⁻¹): 743.76
Net charge: -1